(1)
17
Properties=species:S:1:pos:R:3:forces:R:3 method="wB97M-V/def2-TZVPD" e_tot_ev=-8425.385 e_above_lowest_kj_mol=565.0 charge=0 gap_ev=5.284 molar_mass_g_mol=98.1 lumo_energy_ev=-2.52
C 0.639227 -2.220484 -2.183244 1.909 -1.023 2.224
C -0.313560 -1.163101 -1.689490 2.590 3.027 2.022
C -0.088571 -0.241929 -0.582423 2.733 -3.944 -4.283
C -0.624446 0.855189 -0.022271 -1.372 3.641 2.862
C 0.119374 1.521968 1.186947 0.410 -0.122 -3.029
O 0.093673 2.864632 1.009631 0.256 -1.435 -0.774
C -0.541115 1.132206 2.431667 1.070 1.554 3.054
H 1.348849 -2.655840 -1.382664 -1.555 0.597 -0.561
H 1.486034 -1.935250 -2.864020 -1.401 0.533 -0.118
H 0.076950 -3.059588 -2.592985 0.143 0.107 -0.271
H -0.957793 -0.893390 -2.464231 -2.053 0.226 -0.603
H 0.969006 -0.262583 -0.267604 -0.418 -1.142 0.506
H -1.506404 1.493088 -0.167106 -0.063 -0.899 -0.592
H 1.159398 1.003897 1.140151 -0.820 0.792 0.140
H -0.489231 0.099588 2.758435 -0.094 -0.130 0.024
H 0.110663 1.820019 3.088312 -0.726 -1.356 -0.091
H -1.482054 1.641579 2.600896 -0.609 -0.428 -0.511



(2)
9
Properties=species:S:1:pos:R:3:forces:R:3 method="wB97M-V/def2-TZVPD" e_tot_ev=-8191.404 e_above_lowest_kj_mol=263.5 charge=0 gap_ev=8.723 molar_mass_g_mol=90.1 lumo_energy_ev=-0.88
C -0.771127 0.106866 0.270703 -1.210 1.555 -1.634
C -0.512141 0.356327 -1.049903 -1.017 -0.088 3.444
C 0.136344 -0.328032 1.275061 -0.393 -2.256 1.144
C 0.620018 -1.229716 2.331025 -0.765 1.437 -1.517
C 1.721621 -0.111911 -2.082063 0.779 -0.051 -0.302
N 0.727768 0.188397 -1.557104 -0.370 -0.123 -0.738
N 1.277279 -0.123567 1.814238 1.248 0.354 0.448
H -1.817922 0.387505 0.554246 1.115 -0.718 0.124
H -1.381839 0.754131 -1.556204 0.614 -0.110 -0.967



(3)
118
Properties=species:S:1:pos:R:3:forces:R:3 method="wB97M-V/def2-TZVPD" e_tot_ev=-59005.759 e_above_lowest_kj_mol=581.5 charge=+2 gap_ev=2.095 molar_mass_g_mol=645.0 lumo_energy_ev=-7.75
C 4.812534 9.476476 -0.811536 -0.540 0.636 0.329
C 3.213723 9.477655 -0.901852 -0.178 -0.149 -0.484
C 2.601818 8.170502 -1.597682 -0.965 0.231 0.001
C 1.186671 8.526834 -2.301196 0.561 -0.015 -0.394
C 0.555313 7.298609 -3.112944 0.242 0.431 0.736
C 0.013249 6.122781 -2.159049 0.592 -0.567 -0.921
C 0.120070 4.714010 -2.961027 -1.090 0.533 0.121
C -1.180714 3.815331 -2.738466 0.418 -0.384 0.541
C -1.302449 3.281798 -1.207406 -0.812 0.194 -1.084
C -2.055264 1.867471 -1.249357 0.948 0.300 1.116
C -1.866140 0.989771 0.095576 -1.213 -0.411 -1.057
C -2.319870 -0.526590 -0.267727 0.602 0.127 -0.292
C -1.086216 -1.532286 -0.107822 -1.069 -0.531 -0.057
C -1.507692 -3.092786 -0.140980 1.157 0.703 0.052
C -0.363245 -3.931136 0.651484 -1.689 0.015 -0.535
C -0.431086 -5.477864 0.215887 0.265 -0.098 1.094
C 1.043591 -6.151952 0.013150 -1.869 0.372 0.573
C 1.198329 -7.240660 1.170009 0.629 0.394 0.523
C 2.681176 -7.841494 1.345417 -1.014 -0.186 1.363
C 3.024439 -9.144072 0.511097 0.226 -0.115 1.827
P 3.208800 -9.015190 -1.371112 -0.253 0.109 -0.451
C 1.354706 -9.224074 -1.664957 -2.556 -0.599 0.012
C 0.959538 -10.639298 -2.386091 0.824 1.150 -1.043
C 4.202749 -7.405429 -1.331111 1.295 1.426 0.063
C 5.616813 -7.633906 -0.546463 0.307 0.829 -0.499
C 5.978146 -6.411697 0.450615 0.826 -0.761 -0.082
C 3.509603 -9.067062 -3.263720 1.032 -1.623 -1.798
O 2.776104 -8.057805 -4.029853 1.826 0.139 -1.746
C 3.511839 -7.953427 -5.264403 0.206 -1.142 -2.616
C 4.684128 -6.863219 -5.356773 -0.340 -0.465 1.396
O 3.307796 -8.693034 -6.241577 0.125 2.204 3.458
H 5.129592 10.161610 0.049698 -0.299 -1.047 -1.201
H 5.207791 9.951886 -1.768899 -0.327 -0.908 1.243
H 5.249948 8.438517 -0.649933 -0.578 1.367 -0.251
H 2.917601 10.395427 -1.530731 0.335 -1.351 0.967
H 2.688365 9.596126 0.111293 0.958 -0.101 -1.278
H 3.316923 7.704670 -2.369098 -1.061 0.809 1.092
H 2.372690 7.374897 -0.806483 0.641 0.956 -0.974
H 1.401261 9.390469 -3.029717 -0.455 -1.234 1.013
H 0.424022 8.922942 -1.532796 1.150 -0.554 -0.966
H -0.268744 7.712838 -3.792087 1.053 -0.832 0.924
H 1.375349 6.859219 -3.771039 -1.068 0.591 0.768
H 0.682281 6.010943 -1.240664 -0.951 0.419 -1.023
H -1.069722 6.292964 -1.841601 1.329 -0.081 -0.354
H 1.055739 4.165547 -2.609666 -1.242 0.602 -0.625
H 0.204933 4.959583 -4.072749 0.016 -0.452 1.473
H -2.150471 4.378389 -2.961445 1.433 -0.543 0.051
H -1.153507 2.910360 -3.448573 0.033 1.340 1.087
H -1.960354 4.052150 -0.651525 1.034 -1.150 -0.522
H -0.284079 3.247191 -0.701170 -1.211 -0.174 -0.667
H -1.627680 1.248235 -2.106184 -0.606 0.891 1.044
H -3.157399 2.072926 -1.436496 1.310 -0.498 0.118
H -0.783688 0.988812 0.453444 -1.447 0.163 -0.446
H -2.580608 1.380164 0.903745 1.255 -0.367 -0.920
H -3.211223 -0.853171 0.364699 1.247 0.345 -0.748
H -2.650299 -0.540077 -1.370571 0.308 -0.055 1.684
H -0.609489 -1.334581 0.907176 -0.319 -0.146 -1.350
H -0.356526 -1.362893 -0.978503 -0.798 -0.059 1.526
H -2.536801 -3.244593 0.320800 1.319 0.119 -0.534
H -1.535935 -3.429078 -1.227451 -0.089 0.331 1.363
H -0.635525 -3.811186 1.763121 0.778 -0.219 -1.542
H 0.647351 -3.452338 0.447363 -1.203 -0.681 0.227
H -1.113369 -5.630657 -0.681123 1.024 0.345 0.979
H -0.941940 -6.026126 1.092498 0.689 0.685 -1.425
H 1.046377 -6.564332 -1.043893 0.504 0.403 1.388
H 1.781361 -5.285136 0.148973 -0.685 -1.535 -0.329
H 0.980225 -6.681690 2.157098 0.287 -0.710 -1.477
H 0.393123 -8.064158 1.133733 1.267 1.209 -0.263
H 3.400905 -6.966133 1.262845 -0.651 -1.291 -0.196
H 2.730978 -8.152945 2.458433 0.016 0.449 -1.627
H 2.209415 -9.928420 0.742634 1.190 1.093 -0.410
H 3.987941 -9.597193 0.958847 -1.320 0.708 -0.726
H 3.987525 -10.248796 -1.311121 -0.297 0.481 -0.239
H 0.720628 -9.231133 -0.704035 1.412 0.315 -1.231
H 0.876857 -8.413858 -2.320817 1.097 -0.976 0.858
H 0.916990 -10.392092 -3.508960 0.004 -0.704 1.608
H 1.792689 -11.399543 -2.245187 -1.380 0.689 -0.016
H -0.067744 -10.995546 -2.062409 1.471 0.339 -0.242
H 3.636497 -6.504440 -0.890706 0.750 -1.644 -0.388
H 4.523283 -7.039885 -2.374247 -0.919 -0.781 1.465
H 6.454698 -7.633902 -1.337607 -1.406 -0.211 1.074
H 5.679828 -8.643697 -0.033113 -0.207 1.387 -0.473
H 5.243615 -5.550026 0.368908 0.789 -1.189 0.286
H 7.008603 -6.006344 0.160174 -1.439 -0.471 0.458
H 6.089503 -6.817228 1.517600 -0.437 0.891 -1.430
H 4.634712 -8.913861 -3.491440 -1.437 -0.318 0.691
H 3.272313 -10.091118 -3.746639 0.231 1.359 0.858
H 4.337198 -5.963112 -4.756732 0.575 -0.876 -0.993
H 5.610576 -7.276814 -4.814372 -1.402 0.505 -0.722
H 5.003538 -6.637176 -6.419525 -0.817 -0.332 1.333
C -9.174870 5.130664 6.500043 -0.115 0.118 0.102
N -7.941805 5.455354 5.748687 0.183 -0.119 -0.175
C -7.517711 6.732982 5.705026 0.431 -0.019 -0.254
C -6.344724 7.066130 5.044846 -0.181 0.147 0.096
C -5.583646 6.076965 4.421402 -0.625 -0.231 0.381
C -6.068282 4.768745 4.468837 0.029 -0.135 0.023
C -7.248098 4.479889 5.135166 0.360 0.235 -0.158
C -4.299471 6.380093 3.755940 0.699 0.076 -0.358
C -3.122213 5.750740 4.162530 0.043 -0.130 0.048
C -1.928765 5.999949 3.504631 -0.418 0.014 0.064
N -1.887782 6.848772 2.461975 -0.137 -0.138 0.305
C -2.998898 7.493266 2.057032 -0.312 -0.191 0.271
C -4.212830 7.276507 2.690629 0.044 0.160 -0.155
C -0.619792 7.071153 1.733921 0.075 0.091 -0.225
H -9.988922 5.728981 6.090478 0.026 -0.085 0.124
H -8.997325 5.374307 7.548245 -0.143 -0.036 -0.091
H -9.402816 4.071139 6.397800 0.077 0.135 -0.029
H -8.121477 7.476380 6.213332 0.011 -0.141 -0.027
H -6.022690 8.102979 5.045073 -0.080 -0.126 0.026
H -5.532036 3.958478 3.984586 -0.099 0.076 0.075
H -7.638578 3.470449 5.188459 -0.040 0.153 0.052
H -3.120614 5.059174 4.999413 0.046 0.082 -0.119
H -1.004467 5.517528 3.801030 -0.064 0.110 -0.124
H -2.901888 8.169520 1.215221 0.072 -0.092 0.072
H -5.091981 7.797636 2.324999 0.137 -0.042 0.011
H -0.398721 8.138302 1.756429 0.048 -0.108 -0.087
H -0.761438 6.719558 0.710051 0.150 0.091 0.032
H 0.185265 6.513511 2.210309 -0.162 0.055 -0.017



(4)
33
Properties=species:S:1:pos:R:3:forces:R:3 method="wB97M-V/def2-TZVPD" e_tot_ev=-63473.465 e_above_lowest_kj_mol=1576.5 charge=0 gap_ev=9.359 molar_mass_g_mol=372.4 lumo_energy_ev=0.39
C -0.082225 0.583568 1.110477 2.479 3.204 -2.457
C 1.216665 0.809608 0.409247 0.404 -0.984 1.416
O 0.919585 1.359558 -0.813153 -1.727 1.983 -1.543
S -0.559875 0.917018 -1.462863 1.839 1.033 3.612
O -0.398495 -0.327732 -2.231893 -10.761 5.086 9.412
O -1.122895 2.003788 -2.186153 0.059 0.082 0.522
O -1.111195 0.637228 0.133777 5.804 8.453 -7.655
H -0.192895 1.410448 1.811987 -0.304 -0.286 -0.555
H -0.107775 -0.417572 1.540777 2.646 1.346 -1.598
H 1.791195 -0.104022 0.256597 -1.341 0.630 0.975
H 1.932055 1.455828 0.917897 -0.449 0.472 0.145
C -3.306345 -0.049842 3.593897 0.109 1.477 -1.390
C -1.991195 0.666258 3.766117 0.379 3.997 3.978
O -0.917665 0.172518 3.026067 -3.168 -2.206 2.058
S -1.529095 -1.009822 2.106027 -1.143 -4.317 -0.179
O -0.477575 -2.088202 2.115097 -3.509 2.036 0.523
O -2.017825 -0.507722 0.810487 -6.873 -9.786 8.614
O -2.799925 -1.249042 3.217137 1.460 -4.057 -1.894
H -3.818415 0.424958 2.756957 -0.461 0.016 -0.173
H -4.048515 -0.218632 4.374147 0.689 0.424 0.518
H -1.648465 0.677158 4.800777 -0.151 -0.518 0.282
H -2.007405 1.739208 3.574787 -0.545 0.157 -0.472
C 0.886095 -0.609892 -3.279703 6.122 -3.261 -6.137
C 2.099375 -1.235962 -4.093933 -0.513 0.099 0.257
O 3.202115 -1.207572 -3.147413 0.669 1.151 1.279
S 3.000985 -0.082052 -2.006103 -0.623 1.510 -0.471
O 3.944835 1.053518 -2.036853 -2.138 -3.119 -0.081
O 2.713695 -0.734242 -0.724043 2.678 -0.586 -3.835
O 1.549315 0.458378 -2.641103 3.767 -0.734 -1.496
H 0.442625 -1.292142 -2.554473 3.458 -3.173 -1.785
H 0.044195 -0.249532 -3.870833 1.454 -0.317 -1.654
H 2.397735 -0.681722 -4.983823 -0.013 0.014 0.000
H 1.997305 -2.303332 -4.289903 -0.297 0.177 -0.216